# C19H23NPRe

A structure of composition C19H23NPRe (ωB97M-V/def2-TZVPD, OMol25).

```
45
C19H23NPRe (ωB97M-V/def2-TZVPD)
Re -0.8661 -1.3209 -1.8277
P 0.0688 0.2211 -0.5956
N -0.8760 -3.0567 -0.6687
C 2.5140 -1.0805 -0.7144
C 3.7410 -1.5575 -0.2528
C 3.2914 -0.5739 1.9128
C 2.0483 -0.1169 1.4695
C 0.5502 4.4497 1.0996
C -3.9446 -0.7358 0.4671
C -0.4862 -0.5466 -4.0408
C 1.2058 2.7240 -0.4616
C -1.5194 -0.4922 0.3658
C 1.6533 -0.3912 0.1514
C -3.8337 -1.0613 1.8196
C -1.4192 -0.7651 1.7494
C 4.1419 -1.2865 1.0577
C -0.9000 2.5410 0.7495
C -2.5851 -1.0619 2.4621
C 0.0741 1.9668 -0.0932
C 1.4475 3.9497 0.1483
C -2.7951 -0.4096 -0.2650
C -0.6323 3.7570 1.3810
H -1.8346 2.0180 0.9443
H 0.7878 5.3777 1.6258
H -0.9486 -3.9442 -1.1858
H -0.9951 0.3617 -4.3778
H -2.5416 -1.2610 3.5389
H 1.4051 0.4707 2.1286
H 5.1150 -1.6362 1.4022
H -2.8525 -0.1831 -1.3555
H -1.2906 -1.3103 -3.8106
H -1.6390 -3.0622 0.0113
H -0.0152 -3.1414 -0.1203
H 0.4330 -2.1988 -2.2964
H -4.7416 -1.2794 2.3886
H -0.4408 -0.7071 2.2350
H 0.1570 -0.9603 -4.8264
H -4.9208 -0.7076 -0.0273
H 3.6085 -0.3719 2.9364
H 4.3823 -2.1238 -0.9285
H 2.3549 4.5038 -0.0940
H 0.3000 -0.2453 -3.2831
H -1.3267 4.1638 2.1185
H 1.9166 2.3212 -1.1821
H 2.2082 -1.2368 -1.7556
```

Properties
**HOMO level (alpha / beta)**: -9.5 / -10.7 eV
**Spin multiplicity**: 4
**Charge**: +1
**Kohn-Sham gap (alpha / beta)**: 6.93 / 7.19 eV
**Largest force on an atom**: 2.69 eV Å⁻¹
**E_LUMO (alpha / beta)**: -2.59 / -3.51 eV

---

# C2H10BN2O4S2

A cluster of 2 separate species, C2H10BN2O4S2 in total (ωB97M-V/def2-TZVPD, OMol25).

```
21
C2H10BN2O4S2 (ωB97M-V/def2-TZVPD)
S -4.4218 -0.2699 0.3608
S 0.1383 -0.3421 -0.0379
O -4.6563 1.0405 0.9174
O 3.3309 -0.1367 -1.4484
O -4.9979 -1.4206 1.0262
O 3.8702 0.5289 0.5392
N -1.6143 1.6730 0.9268
N 4.1238 0.1049 -0.5669
C -2.7394 -0.5635 -0.0284
C 5.5690 -0.1337 -0.8599
B -1.5500 0.1428 0.8936
H 6.0826 0.8146 -0.7336
H -0.7129 2.1045 0.7635
H 0.0223 -1.6785 -0.1074
H -2.5984 -0.3149 -1.0848
H 5.6546 -0.5072 -1.8734
H -4.9949 -0.2315 -0.8775
H -1.5363 -0.3580 2.0046
H -2.6455 -1.6459 0.0810
H 5.9306 -0.8540 -0.1321
H -2.2546 2.0473 0.2373
```

Properties
**HOMO level**: -4.0 eV
**Charge**: -1
**Kohn-Sham gap**: 6.59 eV
**Largest force on an atom**: 0.37 eV Å⁻¹
**E_LUMO**: 2.64 eV

---

# C4H6N

The ion C4H6N with charge +1 (ωB97M-V/def2-TZVPD, OMol25).

```
11
C4H6N (ωB97M-V/def2-TZVPD)
N -0.4551 0.7007 0.2332
C -0.3366 -0.9363 0.3096
C 0.9552 -0.8985 -0.0136
C -1.4977 -0.2923 -0.1989
C 1.0004 0.5924 -0.0529
H -2.3483 -0.2702 0.3511
H -1.6290 -0.3194 -1.2083
H 1.6990 0.9691 0.6248
H 1.4102 0.8953 -0.9554
H -0.5347 1.2820 1.0428
H 1.7366 -1.7227 -0.1323
```

Properties
**HOMO level**: -15.5 eV
**Charge**: +1
**Structure (SMILES)**: C1=C2C[N@@H+]2C1
**Kohn-Sham gap**: 10.45 eV
**Largest force on an atom**: 3.16 eV Å⁻¹
**E_LUMO**: -5.06 eV

---

# C13H24FeN2O2P2Se2Te2

A structure of composition C13H24FeN2O2P2Se2Te2 (ωB97M-V/def2-TZVPD, OMol25).

```
48
C13H24FeN2O2P2Se2Te2 (ωB97M-V/def2-TZVPD)
Te 1.0365 -2.0931 -4.3308
Te -0.0521 -4.2612 -3.1068
Se -1.5923 -3.0733 -1.5162
Se 0.9331 -0.4898 -2.3868
Fe -0.3665 -1.3249 -0.5761
P -1.7829 -1.3808 1.2880
P 1.1715 -2.3297 0.6689
O 0.2975 4.1095 -5.0777
O -0.1328 5.3924 -1.2073
N -0.0052 0.8519 0.0779
N 0.2320 3.8726 -2.8336
C 0.6385 1.1152 1.2185
C -2.3042 -0.0024 2.3676
C 0.8826 3.4175 0.6690
C 1.0781 2.3806 1.5662
C -3.3887 -2.2478 1.1521
C -0.1900 1.8595 -0.7774
C 0.0934 4.2414 -1.5460
C 1.5417 -4.0592 0.2915
C -0.9408 -2.5407 2.4516
C 0.2603 3.1449 -0.5365
C 2.8401 -1.6216 0.8404
C 0.1439 4.8551 -3.8903
C 0.5857 -2.4319 2.4147
H 0.6170 -4.6343 0.2651
H -3.7802 -2.4748 2.1460
H -1.5062 0.7096 2.5715
H -1.2496 -3.5346 2.1181
H 3.4153 -2.1787 1.5822
H -0.8220 5.3628 -3.8378
H -4.1032 -1.6177 0.6216
H -1.3186 -2.4023 3.4674
H -2.6761 -0.4142 3.3057
H 3.3368 -1.6748 -0.1281
H 1.5702 2.5435 2.5151
H -3.2649 -3.1688 0.5873
H 1.9936 -4.1201 -0.6971
H 1.2022 4.4294 0.8840
H -3.1126 0.5369 1.8718
H 0.9376 -1.5387 2.9381
H 1.0418 -3.2914 2.9108
H 0.2166 4.6991 -5.8320
H 0.4883 2.9330 -3.1015
H 2.2257 -4.4659 1.0391
H 0.9324 5.6031 -3.7697
H 2.7898 -0.5730 1.1292
H -0.7248 1.6125 -1.6845
H 0.8118 0.2754 1.8765
```

Properties
**HOMO level (alpha / beta)**: -6.1 / -6.1 eV
**Kohn-Sham gap (alpha / beta)**: 6.03 / 6.00 eV
**Largest force on an atom**: 2.10 eV Å⁻¹
**E_LUMO (alpha / beta)**: -0.10 / -0.12 eV

---

# C13H15N3

The molecule C13H15N3 (ωB97M-V/def2-TZVPD, OMol25).

```
31
C13H15N3 (ωB97M-V/def2-TZVPD)
N 0.7524 -0.7741 -1.0330
N 4.2464 -0.0566 0.8900
N 1.4428 2.9070 1.9389
C -0.2328 -1.8679 -1.2975
C -1.1126 1.5234 0.4897
C 0.6935 -0.3268 0.4177
C 1.5567 1.8799 1.3684
C -2.4120 1.9619 0.8114
C -3.2597 1.1327 1.5537
C 1.7767 0.6630 0.7041
C 3.1211 0.2457 0.7563
C 2.0816 -1.3458 -1.4524
C 0.4591 0.3426 -1.9914
C -1.5152 -0.5442 1.6452
C -2.8029 -0.1150 1.9917
C -0.6906 0.2350 0.8341
H 0.8904 -1.2406 0.9916
H -0.4323 2.2195 -0.0189
H 1.2433 1.0995 -1.9281
H -2.7202 2.9764 0.5117
H 2.8679 -0.5942 -1.4021
H 0.4790 -0.1082 -2.9957
H 1.9491 -1.6467 -2.5010
H 0.0800 -2.7406 -0.7136
H -0.5289 0.7590 -1.8069
H -0.1695 -2.0896 -2.3731
H -1.1267 -1.4902 2.0240
H -3.4342 -0.7390 2.6242
H 2.2996 -2.2192 -0.8278
H -1.2372 -1.5372 -1.0302
H -4.2647 1.4904 1.8192
```

Properties
**HOMO level**: -7.2 eV
**Kohn-Sham gap**: 7.22 eV
**Largest force on an atom**: 2.63 eV Å⁻¹
**E_LUMO**: 0.05 eV

---

# C4H7NOS2

The molecule C4H7NOS2 (ωB97M-V/def2-TZVPD, OMol25).

```
15
C4H7NOS2 (ωB97M-V/def2-TZVPD)
S 1.1401 -1.0438 1.3733
S -0.5620 1.8953 -1.1449
O 0.0278 -1.7840 -1.8358
N 0.0189 1.6519 1.3835
C -0.0480 -0.4742 0.1483
C -0.1494 1.0845 0.1983
C -1.4699 -1.1087 0.3371
C 0.5381 -0.8866 -1.2187
H -0.0428 2.6530 1.3716
H 0.6699 -2.3080 1.5519
H -1.3805 -2.1889 0.3685
H -2.0915 -0.8242 -0.5146
H 0.4977 1.1187 2.1072
H -1.8631 -0.7750 1.3017
H 1.3796 -0.2795 -1.6286
```

Properties
**HOMO level**: -8.9 eV
**Structure (SMILES)**: C[C@@](S)(C=O)C(N)=S
**Kohn-Sham gap**: 9.28 eV
**Largest force on an atom**: 1.55 eV Å⁻¹
**E_LUMO**: 0.41 eV

---

- Look up the largest force on an atom of the fifth one.
  2.63 eV Å⁻¹